Arrangement 1

{
  "formula": "C33H97N17O12",
  "method": "the ωB97M-V functional and the def2-TZVPD basis",
  "species": ["C", "O", "C", "C", "C", "N", "H", "H", "H", "H", "H", "H", "H", "H", "H", "H", "H", "C", "O", "C", "C", "C", "N", "H", "H", "H", "H", "H", "H", "H", "H", "H", "H", "H", "C", "O", "C", "C", "C", "N", "H", "H", "H", "H", "H", "H", "H", "H", "H", "H", "H", "C", "O", "C", "C", "C", "N", "H", "H", "H", "H", "H", "H", "H", "H", "H", "H", "H", "C", "O", "C", "C", "C", "N", "H", "H", "H", "H", "H", "H", "H", "H", "H", "H", "H", "C", "O", "C", "C", "C", "N", "H", "H", "H", "H", "H", "H", "H", "H", "H", "H", "H", "C", "O", "C", "C", "C", "N", "H", "H", "H", "H", "H", "H", "H", "H", "H", "H", "H", "N", "C", "N", "O", "H", "H", "H", "H", "N", "C", "N", "O", "H", "H", "H", "H", "N", "C", "N", "O", "H", "H", "H", "H", "N", "C", "N", "O", "H", "H", "H", "H", "N", "C", "N", "O", "H", "H", "H", "H"],
  "positions_angstrom": [[-4.265, 6.053, -1.605], [-3.011, 6.051, -2.178], [-2.215, 4.884, -2.028], [-1.133, 5.077, -3.163], [-1.651, 4.651, -4.527], [-0.078, 4.101, -2.796], [-4.040, 6.000, -0.539], [-4.885, 5.227, -1.955], [-4.817, 6.928, -1.948], [-1.803, 4.815, -1.021], [-2.635, 3.892, -2.197], [-0.717, 6.083, -3.212], [-1.082, 5.089, -5.347], [-2.685, 4.963, -4.674], [-1.715, 3.564, -4.552], [0.705, 4.412, -3.354], [0.265, 4.358, -1.882], [3.969, -6.998, 3.202], [2.900, -6.453, 2.432], [2.217, -5.315, 3.031], [2.160, -4.164, 1.982], [1.179, -3.144, 2.377], [1.672, -4.742, 0.765], [4.795, -6.289, 3.246], [4.260, -7.939, 2.735], [3.670, -7.291, 4.209], [1.216, -5.582, 3.371], [2.810, -4.887, 3.838], [3.167, -3.782, 1.810], [1.067, -2.491, 1.512], [1.487, -2.577, 3.255], [0.190, -3.562, 2.563], [2.115, -5.646, 0.845], [0.679, -4.922, 0.728], [-3.895, 0.683, -5.048], [-2.849, -0.258, -5.447], [-1.796, -0.390, -4.465], [-0.708, -1.352, -4.982], [0.507, -1.566, -4.059], [-0.131, -0.910, -6.244], [-4.522, 0.146, -4.336], [-4.439, 0.896, -5.968], [-3.471, 1.559, -4.557], [-1.375, 0.612, -4.379], [-2.167, -0.626, -3.468], [-1.209, -2.313, -5.102], [0.116, -1.782, -3.065], [1.040, -0.616, -4.010], [1.160, -2.396, -4.330], [0.361, -0.033, -6.157], [-0.977, -0.773, -6.780], [4.238, -0.251, 1.080], [4.631, -0.857, 2.303], [3.736, -0.493, 3.338], [3.975, -1.498, 4.574], [2.930, -1.284, 5.692], [5.253, -1.193, 5.220], [4.126, 0.825, 1.213], [3.331, -0.631, 0.608], [5.091, -0.394, 0.417], [3.764, 0.560, 3.618], [2.708, -0.691, 3.035], [4.052, -2.514, 4.186], [1.943, -1.491, 5.280], [2.993, -0.283, 6.119], [3.098, -1.997, 6.499], [5.083, -0.203, 5.326], [5.849, -1.059, 4.415], [-0.032, 0.586, 3.627], [-0.923, -0.245, 2.834], [-2.149, -0.585, 3.483], [-2.890, -1.736, 2.731], [-3.115, -1.455, 1.231], [-4.246, -2.067, 3.253], [-0.618, 1.369, 4.108], [0.674, 1.033, 2.927], [0.551, 0.124, 4.424], [-1.917, -0.710, 4.540], [-2.851, 0.248, 3.515], [-2.261, -2.619, 2.843], [-2.188, -1.485, 0.659], [-3.572, -0.471, 1.129], [-3.802, -2.212, 0.853], [-4.052, -2.411, 4.183], [-4.716, -2.758, 2.686], [-1.318, -3.194, -1.412], [-1.422, -4.159, -2.456], [-0.762, -5.359, -2.083], [-0.653, -6.363, -3.337], [-2.029, -6.487, -4.104], [-0.171, -7.673, -2.817], [-0.260, -3.127, -1.159], [-1.926, -3.430, -0.538], [-1.639, -2.259, -1.871], [0.238, -5.150, -1.704], [-1.358, -5.764, -1.265], [0.094, -6.110, -4.089], [-2.444, -5.545, -4.461], [-2.806, -6.824, -3.416], [-2.011, -7.174, -4.950], [0.767, -7.480, -2.496], [-0.670, -7.865, -1.961], [-3.077, 4.355, 1.955], [-2.496, 5.510, 2.458], [-1.097, 5.466, 2.901], [-0.999, 4.690, 4.253], [-1.218, 5.472, 5.533], [0.417, 4.242, 4.277], [-4.027, 4.553, 1.459], [-3.166, 3.556, 2.691], [-2.413, 4.043, 1.148], [-0.525, 4.943, 2.135], [-0.745, 6.480, 3.091], [-1.607, 3.785, 4.252], [-1.539, 4.870, 6.383], [-1.825, 6.352, 5.319], [-0.313, 5.911, 5.953], [1.025, 5.045, 4.355], [0.709, 3.690, 5.071], [0.172, -0.002, 0.080], [-0.570, 0.905, -0.492], [-0.130, 1.230, -1.665], [-1.434, 1.520, 0.082], [-0.037, -0.219, 1.044], [0.711, -0.616, -0.513], [-0.339, 2.149, -2.030], [0.643, 0.727, -2.076], [3.661, -3.194, -1.685], [3.259, -2.061, -2.186], [3.864, -1.756, -3.335], [2.412, -1.291, -1.640], [4.307, -3.711, -2.264], [2.962, -3.525, -1.036], [4.511, -2.398, -3.772], [3.691, -0.833, -3.707], [1.264, 3.345, 1.501], [1.896, 4.102, 0.659], [2.164, 5.316, 1.148], [2.245, 3.778, -0.477], [1.078, 2.394, 1.215], [1.158, 3.672, 2.451], [2.023, 5.512, 2.129], [2.410, 6.086, 0.542], [3.431, 3.155, -2.942], [3.528, 1.884, -2.935], [3.370, 1.479, -1.761], [3.643, 1.128, -3.936], [3.475, 3.582, -3.856], [2.970, 3.593, -2.157], [3.390, 0.475, -1.651], [3.141, 2.136, -1.029], [-4.091, 0.681, -1.688], [-5.031, 1.240, -0.992], [-4.466, 1.992, -0.144], [-6.229, 0.888, -1.044], [-3.126, 0.830, -1.430], [-4.345, 0.041, -2.427], [-3.457, 1.967, -0.185], [-4.985, 2.410, 0.615]],
  "mulliken_charge": [-0.53, -0.45, 0.18, 0.27, -1.29, -0.47, 0.11, 0.29, 0.26, 0.03, -0.03, 0.49, 0.38, 0.35, 0.09, 0.28, -0.22, -0.76, -0.42, -0.96, 0.85, -0.80, -0.54, 0.31, 0.26, 0.30, 0.31, 0.52, 0.20, -0.12, -0.24, 0.58, 0.35, 0.15, -0.54, -0.47, 0.39, 0.18, -0.42, -0.77, 0.25, 0.33, 0.16, -0.23, -0.02, 0.35, -0.30, 0.04, 0.49, 0.28, 0.38, -0.59, -0.49, 0.29, 0.38, -1.26, -0.81, 0.39, 0.06, 0.38, 0.48, -0.46, 0.02, 0.26, 0.36, 0.33, 0.35, 0.33, -0.35, -0.11, -1.23, 0.91, -0.48, -0.79, 0.39, -0.33, 0.27, 0.45, 0.32, 0.13, -0.86, 0.19, 0.78, 0.30, 0.25, -0.18, -0.45, -0.48, 0.45, -1.39, -0.78, 0.01, 0.53, -0.07, 0.13, 0.34, 0.29, 0.26, 0.31, 0.39, 0.29, 0.31, -0.53, -0.44, -0.23, 0.92, -1.58, -0.69, 0.32, 0.35, 0.04, -0.23, 0.35, -0.03, 0.37, 0.38, 0.39, 0.25, 0.19, 1.81, 0.70, 1.25, -0.30, -0.44, -1.13, -0.02, -0.82, -0.50, 0.32, -0.27, -0.25, 0.18, 0.07, 0.17, 0.24, 0.41, 0.49, -0.33, -0.68, -0.42, 0.05, 0.14, 0.21, -0.40, 0.70, 0.00, -0.85, 0.25, 0.45, -0.34, 0.21, 0.04, 0.53, 0.13, -0.81, -0.23, 0.03, -0.23, 0.19],
  "smiles": "COC[C@H](C)N.COC[C@H](C)N.COC[C@H](C)N.COC[C@H](C)N.COC[C@H](C)N.COC[C@H](C)N.COC[C@H](C)N.NC(N)=O.NC(N)=O.NC(N)=O.NC(N)=O.NC(N)=O",
  "charge": 0,
  "homo_energy_ev": -8.79,
  "spin_multiplicity": 1
}

Arrangement 2

{
  "formula": "C33H97N17O12",
  "method": "the ωB97M-V functional and the def2-TZVPD basis",
  "species": ["C", "O", "C", "C", "C", "N", "H", "H", "H", "H", "H", "H", "H", "H", "H", "H", "H", "C", "O", "C", "C", "C", "N", "H", "H", "H", "H", "H", "H", "H", "H", "H", "H", "H", "C", "O", "C", "C", "C", "N", "H", "H", "H", "H", "H", "H", "H", "H", "H", "H", "H", "C", "O", "C", "C", "C", "N", "H", "H", "H", "H", "H", "H", "H", "H", "H", "H", "H", "C", "O", "C", "C", "C", "N", "H", "H", "H", "H", "H", "H", "H", "H", "H", "H", "H", "C", "O", "C", "C", "C", "N", "H", "H", "H", "H", "H", "H", "H", "H", "H", "H", "H", "C", "O", "C", "C", "C", "N", "H", "H", "H", "H", "H", "H", "H", "H", "H", "H", "H", "N", "C", "N", "O", "H", "H", "H", "H", "N", "C", "N", "O", "H", "H", "H", "H", "N", "C", "N", "O", "H", "H", "H", "H", "N", "C", "N", "O", "H", "H", "H", "H", "N", "C", "N", "O", "H", "H", "H", "H"],
  "positions_angstrom": [[20.070, -16.110, -9.246], [18.842, -16.405, -8.631], [18.196, -17.533, -9.202], [16.687, -17.296, -9.360], [16.091, -16.707, -8.088], [16.002, -18.529, -9.757], [20.021, -16.021, -10.331], [20.843, -16.878, -9.052], [20.508, -15.287, -8.680], [18.528, -17.747, -10.225], [18.353, -18.433, -8.590], [16.607, -16.549, -10.168], [15.011, -16.550, -8.147], [16.543, -15.741, -7.856], [16.338, -17.401, -7.275], [16.409, -18.841, -10.635], [15.016, -18.328, -9.976], [12.841, -18.485, -4.007], [13.646, -19.608, -4.303], [14.612, -19.370, -5.319], [14.873, -20.732, -5.976], [15.342, -21.797, -5.013], [15.815, -20.665, -7.117], [12.364, -18.758, -3.060], [12.131, -18.252, -4.803], [13.423, -17.619, -3.665], [14.261, -18.720, -6.129], [15.543, -19.028, -4.851], [13.928, -20.999, -6.470], [14.648, -21.974, -4.190], [16.269, -21.448, -4.561], [15.412, -22.770, -5.499], [16.784, -20.533, -6.816], [15.620, -19.865, -7.722], [11.848, -27.077, -2.600], [12.182, -26.609, -3.889], [12.761, -27.596, -4.743], [12.945, -26.967, -6.105], [14.075, -25.921, -6.054], [11.648, -26.449, -6.646], [11.023, -27.789, -2.702], [11.531, -26.202, -2.033], [12.717, -27.498, -2.082], [13.690, -27.906, -4.253], [12.048, -28.430, -4.805], [13.326, -27.744, -6.781], [14.031, -25.288, -5.165], [14.129, -25.302, -6.949], [14.968, -26.538, -5.914], [11.903, -25.571, -7.096], [11.169, -26.122, -5.801], [16.952, -27.379, -7.629], [17.889, -26.841, -6.734], [18.452, -25.683, -7.259], [19.196, -24.896, -6.193], [18.194, -24.180, -5.294], [20.150, -23.930, -6.766], [16.393, -28.230, -7.245], [17.408, -27.681, -8.583], [16.202, -26.614, -7.873], [19.200, -25.937, -8.032], [17.745, -25.087, -7.854], [19.605, -25.704, -5.570], [17.661, -23.412, -5.846], [18.758, -23.677, -4.500], [17.546, -24.876, -4.762], [21.091, -24.255, -6.565], [20.053, -23.065, -6.233], [14.550, -16.748, -0.226], [15.167, -17.303, 0.914], [14.917, -16.538, 2.084], [15.546, -17.217, 3.294], [17.070, -17.250, 3.110], [14.974, -18.588, 3.334], [15.211, -16.997, -1.054], [14.462, -15.669, -0.082], [13.554, -17.159, -0.414], [15.296, -15.509, 1.999], [13.822, -16.526, 2.190], [15.219, -16.686, 4.186], [17.462, -16.363, 2.596], [17.390, -18.025, 2.413], [17.537, -17.317, 4.093], [15.379, -19.052, 4.144], [15.355, -19.080, 2.531], [12.391, -17.160, -10.591], [13.244, -18.147, -10.061], [12.848, -18.729, -8.826], [12.104, -20.040, -8.972], [10.929, -20.087, -9.941], [11.633, -20.474, -7.634], [12.734, -16.174, -10.249], [11.386, -17.239, -10.167], [12.364, -17.186, -11.675], [13.808, -18.988, -8.374], [12.267, -18.022, -8.220], [12.787, -20.854, -9.242], [11.322, -19.901, -10.948], [10.105, -19.430, -9.669], [10.554, -21.110, -9.987], [11.910, -19.896, -6.854], [11.874, -21.444, -7.473], [9.384, -19.924, -3.058], [9.725, -20.327, -4.386], [10.849, -21.220, -4.401], [10.436, -22.670, -4.131], [11.691, -23.557, -4.146], [9.449, -23.162, -5.083], [8.588, -19.184, -3.130], [10.265, -19.517, -2.560], [8.956, -20.781, -2.529], [11.089, -21.225, -5.473], [11.727, -20.885, -3.853], [10.025, -22.802, -3.126], [12.604, -22.946, -4.111], [11.838, -24.037, -5.112], [11.748, -24.221, -3.294], [9.783, -22.997, -6.033], [8.625, -22.568, -5.021], [18.499, -22.662, -9.029], [18.407, -23.520, -10.106], [19.478, -24.395, -10.185], [17.449, -23.615, -10.875], [19.169, -22.939, -8.315], [17.745, -22.037, -8.806], [20.221, -24.359, -9.514], [19.293, -25.175, -10.787], [9.904, -16.292, -4.813], [8.839, -15.707, -4.151], [7.729, -16.511, -3.952], [8.912, -14.567, -3.688], [9.792, -17.222, -5.173], [10.760, -15.784, -4.722], [6.943, -16.016, -3.579], [7.738, -17.413, -4.385], [15.187, -23.042, -8.670], [13.902, -23.499, -8.802], [13.740, -24.571, -9.657], [12.984, -23.077, -8.091], [15.343, -22.413, -7.875], [15.888, -23.194, -9.374], [12.924, -25.144, -9.574], [14.559, -24.841, -10.170], [15.706, -14.431, -2.447], [16.067, -15.156, -3.554], [15.306, -14.939, -4.698], [17.078, -15.868, -3.583], [16.290, -14.541, -1.639], [14.999, -13.723, -2.455], [14.640, -14.201, -4.568], [15.592, -15.298, -5.587], [18.793, -17.534, -5.667], [19.034, -18.739, -5.079], [18.558, -18.708, -3.791], [19.446, -19.730, -5.691], [18.416, -16.840, -5.047], [18.867, -17.321, -6.639], [18.011, -17.920, -3.477], [18.639, -19.526, -3.219]],
  "mulliken_charge": [-0.86, -0.33, -0.96, 0.39, -1.24, -0.24, 0.34, 0.32, 0.28, 0.51, 0.17, 0.29, 0.62, 0.66, -0.03, 0.30, 0.03, -0.15, -0.45, -0.56, 1.95, -0.98, 0.84, 0.06, -0.01, 0.20, 0.28, 0.25, -0.79, 0.13, 0.38, -0.24, -0.12, -0.65, -0.85, -0.08, -1.26, 0.45, -0.25, -0.81, 0.32, 0.21, 0.31, 0.44, 0.45, 0.41, 0.32, -0.51, 0.44, 0.23, 0.40, -0.43, -0.42, 0.01, 0.44, -1.63, -0.53, 0.31, 0.36, -0.05, 0.25, -0.14, 0.32, 0.27, 0.43, 0.47, 0.27, 0.16, -0.60, -0.30, -0.73, 0.18, -1.19, -0.74, 0.15, 0.33, 0.21, 0.40, 0.39, 0.42, 0.30, 0.30, 0.35, 0.25, 0.27, -0.93, -0.55, 0.88, 1.47, -1.78, -0.17, 0.32, 0.37, 0.28, -1.45, 0.69, -0.40, 0.36, 0.33, 0.43, -0.36, 0.04, -0.52, -0.51, 0.73, 0.14, 0.17, -0.79, 0.25, 0.17, 0.31, -0.64, 0.34, 0.59, -0.47, -0.17, 0.04, 0.23, 0.36, -0.22, 0.51, -0.40, -0.70, 0.16, 0.10, 0.24, 0.23, -0.27, 0.59, -0.36, -0.67, 0.19, 0.15, 0.21, 0.18, 0.44, -0.02, -0.29, -0.54, -0.33, -0.11, 0.30, 0.16, -0.41, 0.60, -0.34, -0.70, 0.27, 0.15, 0.17, 0.17, -0.20, 0.67, -0.30, -0.67, 0.17, 0.07, 0.15, 0.21],
  "smiles": "COC[C@H](C)N.COC[C@H](C)N.COC[C@H](C)N.COC[C@H](C)N.COC[C@H](C)N.COC[C@H](C)N.COC[C@H](C)N.NC(N)=O.NC(N)=O.NC(N)=O.NC(N)=O.NC(N)=O",
  "charge": 0,
  "homo_energy_ev": -8.60,
  "spin_multiplicity": 1
}

Least stable = arrangement 1

Arrangement 1

{
  "formula": "C3H4O2S",
  "method": "the ωB97M-V functional and the def2-TZVPD basis",
  "species": ["O", "C", "O", "C", "C", "S", "H", "H", "H", "H"],
  "positions_angstrom": [[2.318, 2.617, -2.236], [2.415, 1.859, -1.384], [2.519, 1.119, -0.519], [-1.642, -0.908, 1.284], [-0.899, -0.194, 0.458], [0.107, -0.830, -0.832], [-2.218, -0.445, 2.064], [-1.702, -1.982, 1.213], [-0.839, 0.883, 0.496], [-0.058, -2.120, -0.546]],
  "mulliken_charge": [-0.36, 0.71, -0.34, -0.63, 0.07, -0.18, 0.25, 0.16, 0.23, 0.09],
  "smiles": "O=C=O.C=CS",
  "charge": 0,
  "homo_energy_ev": -8.70,
  "spin_multiplicity": 1
}

Arrangement 2

{
  "formula": "C3H4O2S",
  "method": "the ωB97M-V functional and the def2-TZVPD basis",
  "species": ["C", "C", "C", "O", "O", "S", "H", "H", "H", "H"],
  "positions_angstrom": [[-1.223, -0.413, 0.127], [0.176, 0.856, 0.597], [1.220, 0.759, -0.544], [0.257, 1.334, 1.652], [-1.865, -2.838, 0.241], [-0.703, -1.935, 0.377], [-2.240, -0.029, -0.021], [1.273, -0.343, -0.616], [2.100, 1.249, -0.319], [1.006, 1.360, -1.495]],
  "mulliken_charge": [-0.29, 0.49, -0.81, -0.39, -0.53, 0.35, 0.33, 0.25, 0.34, 0.26],
  "charge": 0,
  "homo_energy_ev": -9.59,
  "spin_multiplicity": 1
}

Least stable = arrangement 2

Arrangement 1

{
  "formula": "C3H4O2S",
  "method": "the ωB97M-V functional and the def2-TZVPD basis",
  "species": ["C", "C", "C", "O", "O", "S", "H", "H", "H", "H"],
  "positions_angstrom": [[0.654, -0.497, -0.774], [-0.640, -0.482, -0.990], [0.921, -0.043, 0.617], [-1.030, 1.924, 0.238], [-1.764, -0.096, 1.567], [-0.881, 0.391, 0.562], [1.533, -0.479, -1.487], [-1.288, -0.619, -1.934], [0.830, -0.856, 1.420], [1.666, 0.757, 0.781]],
  "mulliken_charge": [-0.21, -0.29, -0.42, -0.61, -0.57, 0.88, 0.28, 0.33, 0.27, 0.34],
  "charge": 0,
  "homo_energy_ev": -10.22,
  "spin_multiplicity": 1
}

Arrangement 2

{
  "formula": "C3H4O2S",
  "method": "the ωB97M-V functional and the def2-TZVPD basis",
  "species": ["C", "C", "C", "O", "O", "S", "H", "H", "H", "H"],
  "positions_angstrom": [[-0.934, -0.874, -0.532], [0.085, 1.556, 0.330], [-0.017, 0.197, -0.068], [-0.617, -1.577, -1.459], [0.682, 0.970, -0.883], [1.052, -1.641, 1.338], [-1.846, -0.982, 0.063], [-0.701, 2.277, -0.048], [0.767, 1.838, 1.171], [1.529, -1.764, 0.089]],
  "mulliken_charge": [-0.03, -0.16, 0.25, -0.43, -0.31, -0.28, 0.32, 0.23, 0.23, 0.18],
  "charge": 0,
  "homo_energy_ev": -9.17,
  "spin_multiplicity": 1
}

Least stable = arrangement 2